Entry 1:
{"formula": "C5H16NOS", "method": "ωB97M-V/def2-TZVPD", "multiplicity": 2, "homo_lumo_gap_ha": [0.14291, 0.33064], "s_squared": 0.751, "species": ["S", "O", "N", "C", "C", "C", "C", "C", "H", "H", "H", "H", "H", "H", "H", "H", "H", "H", "H", "H", "H", "H", "H", "H"], "positions_angstrom": [[1.61, 0.12, 2.23], [0.25, 3.83, -1.63], [-0.79, -2.84, -1.10], [-0.04, -0.05, 1.42], [2.13, 1.88, 1.95], [-0.39, -1.46, 0.83], [-0.29, -1.44, -0.68], [-1.26, -0.47, -1.39], [-1.56, -0.81, -2.38], [0.41, -2.14, 1.13], [0.76, -1.43, -1.03], [-0.66, 0.11, 2.33], [0.26, 4.65, -1.13], [-0.70, -3.48, -0.27], [0.13, 4.14, -2.53], [-0.74, 0.47, -1.54], [-2.19, -0.30, -0.84], [3.25, 1.89, 1.76], [-0.25, 0.64, 0.59], [-1.80, -2.98, -1.30], [1.93, 2.39, 2.88], [-0.20, -3.36, -1.82], [-1.33, -1.68, 1.32], [1.47, 2.32, 1.19]], "lowdin_charge": [0.751, -0.066, 0.027, -0.485, -0.390, -0.268, -0.384, -0.083, 0.059, 0.085, 0.133, 0.067, 0.032, 0.035, 0.034, 0.066, 0.088, 0.046, 0.062, 0.032, 0.008, 0.024, 0.101, 0.026]}

---

Entry 2:
{"formula": "C19H35BN6O3PRe", "method": "ωB97M-V/def2-TZVPD", "charge": 3, "multiplicity": 2, "homo_lumo_gap_ha": [0.22519, 0.21249], "s_squared": 0.766, "species": ["Re", "P", "O", "O", "O", "N", "N", "N", "N", "N", "N", "C", "C", "C", "C", "C", "C", "C", "C", "C", "C", "C", "C", "C", "C", "C", "C", "C", "C", "C", "B", "H", "H", "H", "H", "H", "H", "H", "H", "H", "H", "H", "H", "H", "H", "H", "H", "H", "H", "H", "H", "H", "H", "H", "H", "H", "H", "H", "H", "H", "H", "H", "H", "H", "H", "H"], "positions_angstrom": [[-0.14, -0.20, 0.44], [-0.81, 2.04, -0.41], [-0.92, 2.30, -1.96], [0.09, 3.27, 0.01], [-2.27, 2.30, 0.13], [-2.24, -1.28, 0.25], [-0.92, -0.52, -1.92], [1.14, -1.45, -0.85], [1.54, 0.74, 0.78], [0.74, -1.67, 1.70], [-1.19, 0.15, 2.43], [-2.86, -1.48, -1.08], [-2.50, -0.55, 2.52], [-0.05, -0.83, -2.79], [-2.98, 3.56, -0.11], [3.19, -2.66, -2.21], [0.42, 3.70, 1.35], [0.36, -1.68, 3.11], [-0.24, -0.32, 3.47], [-2.35, -0.42, -2.05], [2.01, -2.22, -0.18], [3.07, -2.83, -0.84], [2.59, 1.25, 0.92], [1.18, -1.38, -2.18], [2.53, -3.27, 2.13], [-3.16, -0.59, 1.17], [-0.25, -0.83, -4.26], [0.15, 2.73, -2.83], [1.74, -2.36, 1.26], [2.21, -1.96, -2.90], [3.93, 1.90, 1.04], [4.02, -3.11, -2.75], [3.17, -3.95, 1.57], [-4.12, -1.11, 1.25], [3.79, -3.44, -0.31], [3.18, -2.69, 2.80], [-0.40, 4.28, 1.77], [1.21, -1.85, 3.76], [-1.36, 1.14, 2.58], [-1.14, -0.27, -4.53], [-2.32, -1.57, 2.87], [0.60, -0.39, -4.77], [1.30, 4.33, 1.26], [1.88, -3.87, 2.77], [-2.57, -2.46, -1.46], [0.57, 0.41, 3.54], [-0.37, -1.86, -4.63], [-3.95, -1.45, -1.02], [-3.36, 3.59, -1.13], [-0.35, -2.49, 3.28], [3.94, 2.83, 1.80], [2.24, -1.89, -3.98], [-2.09, -2.21, 0.63], [0.93, 1.96, -2.88], [-3.79, 3.60, 0.60], [-2.68, 0.58, -1.77], [-2.72, -0.63, -3.06], [0.58, 3.66, -2.48], [-0.30, 2.87, -3.81], [-3.15, -0.07, 3.26], [-2.31, 4.41, 0.04], [4.71, 1.10, 1.49], [-3.34, 0.42, 0.81], [4.23, 2.25, -0.08], [0.65, 2.85, 1.99], [-0.72, -0.39, 4.45]], "lowdin_charge": [1.522, 0.620, -0.280, -0.272, -0.332, -0.138, -0.004, 0.025, -0.082, -0.069, -0.133, -0.131, -0.139, -0.232, -0.012, 0.055, -0.042, -0.149, -0.149, -0.152, -0.163, 0.076, -0.130, -0.168, 0.038, -0.177, 0.037, -0.020, -0.210, 0.073, -0.339, 0.149, 0.093, 0.151, 0.136, 0.133, 0.102, 0.138, 0.131, 0.099, 0.130, 0.114, 0.115, 0.116, 0.142, 0.129, 0.126, 0.145, 0.104, 0.141, 0.060, 0.141, 0.132, 0.088, 0.106, 0.110, 0.145, 0.103, 0.109, 0.157, 0.097, 0.043, 0.112, 0.062, 0.064, 0.151]}

---

Entry 3:
{"formula": "C2H2F2O3", "method": "ωB97M-V/def2-TZVPD", "homo_lumo_gap_ha": 0.40666, "species": ["F", "F", "O", "O", "O", "C", "C", "H", "H"], "positions_angstrom": [[0.42, 2.08, -1.10], [-0.32, -0.57, -1.71], [-1.19, 1.65, 0.37], [0.90, 0.92, 0.63], [-0.84, -1.52, 0.14], [-0.03, 1.54, 0.02], [0.16, -1.14, -0.57], [-1.82, -1.52, -0.19], [1.74, 0.96, 0.23]], "lowdin_charge": [0.140, 0.000, 0.148, 0.179, 0.061, -0.688, -0.149, 0.182, 0.126]}

---

Entry 4:
{"formula": "C7H18", "method": "ωB97M-V/def2-TZVPD", "charge": 1, "multiplicity": 2, "homo_lumo_gap_ha": [0.42644, 0.14159], "s_squared": 0.753, "species": ["C", "C", "C", "C", "C", "C", "C", "H", "H", "H", "H", "H", "H", "H", "H", "H", "H", "H", "H", "H", "H", "H", "H", "H", "H"], "positions_angstrom": [[1.14, 2.04, -0.98], [-0.05, 1.74, -1.88], [0.19, 0.40, -2.75], [-0.25, -0.95, 1.20], [-0.18, 0.29, 2.08], [-1.71, -1.39, 0.91], [0.62, -2.16, 1.55], [1.18, 3.07, -0.67], [-1.08, 0.86, 2.01], [1.47, 1.35, -0.22], [0.96, -2.02, 2.63], [-0.08, 0.65, -3.71], [0.71, 0.85, 2.09], [0.19, -0.74, 0.13], [1.95, 2.24, -1.64], [1.37, -2.49, 0.86], [-2.26, -1.85, 1.80], [-0.98, 1.81, -1.35], [1.21, 0.25, -2.77], [-0.37, -0.38, -2.26], [-0.05, 2.65, -2.64], [-2.34, -0.63, 0.49], [-1.66, -2.28, 0.22], [-0.16, -0.15, 3.19], [0.18, -3.15, 1.70]], "lowdin_charge": [-0.144, -0.265, -0.060, -0.351, 0.012, -0.020, -0.016, 0.069, 0.092, 0.052, 0.139, 0.041, 0.078, 0.252, 0.063, 0.098, 0.151, 0.069, 0.043, 0.054, 0.144, 0.089, 0.122, 0.189, 0.101]}

---

Entry 5:
{"formula": "C44H44InN10OS", "method": "ωB97M-V/def2-TZVPD", "charge": 1, "homo_lumo_gap_ha": 0.25382, "species": ["In", "S", "O", "N", "N", "N", "N", "N", "N", "N", "N", "N", "N", "C", "C", "C", "C", "C", "C", "C", "C", "C", "C", "C", "C", "C", "C", "C", "C", "C", "C", "C", "C", "C", "C", "C", "C", "C", "C", "C", "C", "C", "C", "C", "C", "C", "C", "C", "C", "C", "C", "C", "C", "C", "C", "C", "C", "H", "H", "H", "H", "H", "H", "H", "H", "H", "H", "H", "H", "H", "H", "H", "H", "H", "H", "H", "H", "H", "H", "H", "H", "H", "H", "H", "H", "H", "H", "H", "H", "H", "H", "H", "H", "H", "H", "H", "H", "H", "H", "H", "H"], "positions_angstrom": [[-0.42, -0.09, -0.02], [-2.86, -3.10, -0.01], [-2.33, -1.73, 0.27], [-2.30, 1.11, -0.58], [0.20, -2.38, -1.10], [-2.17, 2.17, -1.37], [-0.57, -0.17, 2.13], [0.14, 2.03, 0.93], [-0.79, 2.56, 1.74], [0.10, 0.56, -2.03], [1.74, -1.74, 1.44], [1.87, -0.55, 0.82], [1.31, -2.06, -1.79], [-4.37, -4.05, 2.10], [1.34, 2.60, -2.43], [1.10, 2.93, 0.81], [0.41, 6.26, -2.12], [3.31, -1.96, -0.30], [0.34, 4.77, -2.12], [2.64, -2.73, 0.86], [-2.92, -3.93, 1.65], [-5.55, 2.46, 2.98], [-1.90, 1.82, 2.18], [0.67, 0.50, -4.36], [1.07, -1.89, 2.66], [-4.70, -2.93, -0.03], [1.82, -1.97, -4.14], [2.52, -1.96, -6.56], [0.79, 4.07, 1.55], [-3.11, 2.47, 2.40], [-4.23, 1.78, 2.85], [-3.59, 0.89, -0.42], [1.26, -0.08, -5.46], [0.17, 1.94, -2.05], [-1.77, 0.44, 2.42], [1.90, -3.64, -0.16], [0.67, -0.10, -3.10], [-4.33, 1.83, -1.13], [-0.50, -1.18, 4.32], [-4.09, 0.42, 3.12], [-0.43, 3.80, 2.13], [-3.38, 2.64, -1.73], [-0.93, 2.74, -1.72], [1.43, 3.97, -2.47], [1.86, -1.33, -5.37], [0.44, -3.30, -0.24], [-0.04, -1.09, 3.00], [0.97, -3.00, 4.83], [0.00, -2.09, 5.22], [1.48, -4.05, 5.77], [-2.89, -0.23, 2.91], [2.75, -0.58, -0.10], [-0.83, 4.13, -1.75], [2.47, -2.79, -1.31], [1.49, -2.88, 3.55], [-5.14, -2.92, 1.42], [1.25, -1.38, -3.02], [-6.22, -3.08, 1.50], [-2.32, -3.30, 2.31], [-5.94, 2.70, 1.99], [-4.78, -5.01, 1.80], [2.20, 2.00, -2.69], [-5.45, 3.40, 3.53], [-1.26, -0.48, 4.66], [3.28, -3.22, 1.59], [0.45, 6.63, -1.09], [2.90, -1.20, -7.23], [2.13, -4.70, -0.10], [-0.47, 6.70, -2.59], [2.28, -3.56, 3.27], [2.97, 0.27, -0.71], [2.23, -2.97, -4.06], [-3.50, 3.47, -2.40], [-4.90, -1.96, 1.87], [1.25, 0.44, -6.40], [1.37, 4.96, 1.65], [-4.45, -3.97, 3.19], [-3.92, 0.09, 0.21], [-5.07, -3.80, -0.57], [-1.03, 4.38, 2.79], [2.38, -3.70, 6.28], [1.73, -4.97, 5.24], [2.35, 4.44, -2.77], [-4.96, -2.03, -0.58], [-4.94, -0.14, 3.49], [-0.32, -3.67, 0.42], [1.30, 6.62, -2.63], [-2.44, -4.90, 1.56], [1.96, 2.72, 0.22], [0.73, -4.28, 6.53], [-6.27, 1.83, 3.49], [4.38, -2.02, -0.42], [-1.69, 4.72, -1.47], [-3.19, 3.53, 2.20], [-0.37, -2.10, 6.24], [3.03, -3.28, -2.11], [3.33, -2.61, -6.26], [0.20, 1.47, -4.48], [-5.39, 1.92, -1.22], [-2.81, -1.29, 3.11], [1.79, -2.56, -7.11]], "lowdin_charge": [0.947, 0.991, -0.590, 0.030, 0.081, -0.045, -0.012, 0.029, -0.049, -0.003, -0.073, 0.071, -0.092, -0.219, -0.038, -0.112, -0.040, -0.101, -0.272, -0.131, -0.277, -0.038, -0.142, -0.016, -0.132, -0.287, 0.022, -0.050, -0.023, 0.021, -0.274, -0.112, -0.034, -0.292, -0.274, -0.096, -0.228, -0.013, -0.022, -0.038, -0.024, -0.020, -0.143, -0.026, -0.281, -0.074, -0.218, -0.290, -0.044, -0.052, -0.041, -0.054, 0.022, -0.125, 0.017, -0.228, -0.144, 0.123, 0.082, 0.081, 0.117, 0.126, 0.085, 0.112, 0.146, 0.082, 0.079, 0.151, 0.084, 0.105, 0.120, 0.116, 0.134, 0.087, 0.117, 0.103, 0.122, 0.097, 0.097, 0.129, 0.085, 0.077, 0.118, 0.090, 0.114, 0.088, 0.080, 0.088, 0.114, 0.077, 0.079, 0.150, 0.126, 0.127, 0.115, 0.146, 0.077, 0.120, 0.103, 0.106, 0.086]}

---

Energy above the lowest of the compared OMol25 structures with the same formula, charge and spin? In order: 0.990; 1.638; 2.523; 1.953; 2.348 eV.